# C4H7NO

A structure of composition C4H7NO at a distorted geometry (the ωB97M-V functional and the def2-TZVPD basis, OMol25).

Summary:
Strongest force on any atom: 0.033 Eh/bohr
Kohn-Sham gap: 9.08 eV
Highest occupied orbital energy: -0.34755 Eh
Energy above the lowest of the compared OMol25 structures with the same formula, charge and spin: 89.9 kcal/mol

Each line ends with the natural charge from an NBO analysis.
Positions of all 13 atoms, in Å:
O -0.70973 0.56529 2.96449  -0.567
N 0.29036 0.09424 0.95108  -0.396
C -1.09871 -0.33181 -0.28066  -0.163
C 1.20397 -0.49078 -1.21794  -0.589
C -0.67432 0.64623 1.76121  0.480
C 0.17560 0.31570 -0.47869  -0.152
H -1.51517 1.05011 1.16810  0.070
H 1.18476 -1.52522 -0.85889  0.221
H -1.18492 -1.37691 -0.04025  0.226
H 0.97404 -0.47412 -2.28628  0.213
H -2.04819 0.16930 -0.53204  0.223
H 2.19195 -0.07263 -1.03137  0.223
H 0.11144 1.36029 -0.79193  0.211

Force components x, y, z for each atom (eV/Å):
0.287 0.067 -0.252
-1.401 -0.913 -0.169
0.381 -0.445 -0.028
0.288 0.013 -0.148
-0.656 0.432 0.284
0.076 -0.029 -0.679
-0.128 1.083 0.680
0.036 0.224 -0.071
0.325 -0.283 -0.491
0.192 -0.020 0.061
0.559 0.020 0.992
0.091 -0.058 -0.125
-0.048 -0.089 -0.056